# 1
113
Properties=species:S:1:pos:R:3:lowdin_charge:R:1 method="wB97M-V/def2-TZVPD" charge=-1 de_lowest_kj_mol=14.4 fmax_ev_per_a=0.58
Na -1.43 -0.38 0.76 0.05
F -6.49 -0.92 3.67 0.13
C -5.57 -0.22 3.00 -0.68
F -6.20 0.54 2.10 0.13
F -4.94 0.57 3.85 0.12
S -4.43 -1.36 2.11 0.61
O -3.73 -0.50 1.16 -0.34
O -5.26 -2.39 1.55 -0.28
N -3.57 -1.81 3.35 -0.28
S -2.23 -2.62 3.19 0.58
O -1.57 -2.37 1.92 -0.32
O -1.49 -2.60 4.41 -0.26
C -2.76 -4.38 3.03 -0.67
F -1.70 -5.18 3.19 0.13
F -3.67 -4.70 3.95 0.13
F -3.28 -4.63 1.82 0.13
Br 3.15 -5.83 0.12 0.73
C 2.25 -4.16 0.20 -0.67
C 1.35 -3.81 -0.78 -0.09
C 0.72 -2.58 -0.65 -0.12
N 0.92 -1.75 0.37 0.15
C 1.80 -2.11 1.30 -0.22
C 2.50 -3.31 1.26 -0.07
C 2.00 -1.20 2.47 -0.23
C 3.28 -0.88 2.89 -0.07
C 3.40 -0.04 3.98 -0.66
Br 5.12 0.47 4.59 0.73
C 2.27 0.43 4.62 -0.10
C 1.04 0.05 4.10 -0.14
N 0.89 -0.74 3.05 0.16
H 1.13 -4.46 -1.62 0.09
H -0.02 -2.28 -1.39 0.03
H 3.18 -3.58 2.06 0.11
H 4.15 -1.25 2.37 0.10
H 2.34 1.10 5.47 0.10
H 0.12 0.42 4.55 0.06
Se 0.68 1.88 0.59 0.35
P -0.17 2.94 2.26 0.10
Se -1.80 1.99 3.27 0.32
C 1.17 3.34 3.45 -0.40
C 0.88 3.50 4.80 -0.13
C 1.88 3.83 5.70 -0.10
C 3.19 3.99 5.26 -0.11
C 3.49 3.82 3.91 -0.10
C 2.49 3.50 3.01 -0.11
C -0.65 4.64 1.75 -0.38
C -0.30 5.16 0.51 -0.11
C -0.65 6.46 0.16 -0.09
C -1.36 7.24 1.06 -0.10
C -1.72 6.73 2.30 -0.09
C -1.38 5.43 2.64 -0.11
H -0.14 3.33 5.14 0.06
H 1.64 3.95 6.75 0.10
H 3.97 4.23 5.96 0.10
H 4.51 3.93 3.57 0.10
H 2.72 3.33 1.96 0.06
H 0.24 4.52 -0.19 0.04
H -0.38 6.85 -0.81 0.10
H -1.64 8.26 0.79 0.09
H -2.28 7.33 3.00 0.10
H -1.69 5.01 3.59 0.08
N 0.52 0.34 -2.74 -0.33
S 1.84 0.29 -3.57 0.98
C 3.04 -0.82 -2.82 -0.39
C 3.54 -0.61 -1.54 -0.06
C 4.44 -1.52 -1.01 -0.07
C 4.83 -2.63 -1.74 -0.09
C 4.31 -2.85 -3.01 -0.08
C 3.40 -1.94 -3.55 -0.10
C 2.78 1.82 -3.36 -0.39
C 2.21 2.84 -2.64 -0.10
C 2.91 4.03 -2.46 -0.07
C 4.16 4.19 -3.04 -0.09
C 4.72 3.16 -3.80 -0.09
C 4.03 1.97 -3.95 -0.09
H 0.70 0.48 -1.74 -0.09
H 3.23 0.26 -0.97 0.11
H 4.83 -1.36 -0.01 0.10
H 5.53 -3.34 -1.32 0.10
H 4.59 -3.73 -3.57 0.10
H 2.98 -2.10 -4.53 0.10
H 1.24 2.69 -2.17 0.05
H 2.48 4.82 -1.86 0.10
H 4.70 5.12 -2.91 0.10
H 5.70 3.28 -4.24 0.10
H 4.47 1.15 -4.51 0.11
C -4.15 -4.02 -2.95 -0.15
N -2.75 -4.30 -3.47 -0.18
C -2.54 -3.49 -4.74 -0.16
N -2.91 -2.12 -4.63 -0.15
C -4.30 -2.02 -4.19 -0.18
N -4.50 -2.65 -2.90 -0.15
C -3.95 -1.87 -1.78 -0.31
P -2.27 -1.06 -2.04 0.97
C -1.71 -3.93 -2.46 -0.15
C -2.01 -1.23 -3.89 -0.33
H -4.20 -4.47 -1.96 0.13
H -4.83 -4.55 -3.63 0.13
H -2.76 -5.28 -3.76 0.15
H -3.14 -3.97 -5.51 0.13
H -1.48 -3.58 -4.98 0.13
H -4.93 -2.51 -4.93 0.12
H -4.58 -0.97 -4.12 0.13
H -3.89 -2.51 -0.91 0.07
H -4.67 -1.08 -1.54 0.08
H -1.90 -4.55 -1.57 0.03
H -0.75 -4.23 -2.89 0.01
H -0.98 -1.56 -4.03 0.06
H -2.09 -0.23 -4.32 0.08
C -2.88 0.71 -2.04 -0.29
H -3.28 0.96 -1.06 0.03
H -3.66 0.92 -2.79 0.03
H -2.03 1.37 -2.24 0.02


# 2
80
Properties=species:S:1:pos:R:3:lowdin_charge:R:1 method="wB97M-V/def2-TZVPD" spin_multiplicity=5 charge=-1 de_lowest_kj_mol=68.7 fmax_ev_per_a=1.57
Co 0.85 -0.63 -0.73 0.18
Se -2.00 -3.25 -1.77 -0.11
Te -2.79 -5.28 -0.68 0.21
Te 1.01 -4.97 -0.14 0.14
Se 0.23 -2.95 -1.29 -0.15
C 4.82 -2.35 -1.41 -0.06
C 5.63 -1.23 -1.23 -0.06
C 5.02 0.00 -1.11 -0.02
C 3.64 0.11 -1.19 -0.22
N 2.85 -0.99 -1.32 0.05
C 3.46 -2.18 -1.43 -0.16
C 2.92 1.37 -1.08 -0.23
C 3.51 2.60 -1.38 -0.06
C 2.81 3.77 -1.19 -0.11
C 1.51 3.72 -0.73 -0.09
C 0.90 2.50 -0.49 -0.10
C 1.58 1.29 -0.64 -0.15
H 5.24 -3.33 -1.55 0.10
H 6.71 -1.32 -1.19 0.10
H 5.61 0.90 -0.95 0.10
H 2.82 -3.04 -1.56 -0.01
H 4.51 2.64 -1.80 0.10
H 3.27 4.72 -1.43 0.09
H 0.95 4.63 -0.57 0.09
H -0.13 2.50 -0.16 0.08
C 0.07 -2.47 3.97 -0.12
C -0.04 -2.41 2.45 -0.54
C -1.49 -2.61 2.03 -0.16
P 0.62 -0.89 1.54 1.08
C 1.88 -0.23 2.75 -0.53
C 2.18 1.25 2.55 -0.10
C 3.14 -1.06 2.58 -0.11
C -0.75 0.28 1.65 -0.29
C -1.14 0.89 2.84 -0.06
C -2.12 1.86 2.87 -0.29
C -2.57 2.51 4.14 -0.07
C -2.69 2.25 1.65 -0.05
C -2.35 1.64 0.47 -0.06
C -1.40 0.60 0.43 -0.34
N -1.02 -0.01 -0.73 -0.05
C -1.86 0.06 -1.84 -0.26
C -1.33 0.30 -3.13 -0.19
C 0.14 0.35 -3.39 -0.03
C -2.18 0.50 -4.21 -0.03
C -3.55 0.45 -4.07 -0.29
C -4.47 0.74 -5.22 -0.07
C -4.06 0.08 -2.83 -0.03
C -3.25 -0.15 -1.73 -0.27
C -3.93 -0.64 -0.49 -0.07
H -0.42 -3.38 4.31 0.08
H -0.43 -1.63 4.45 0.06
H 1.11 -2.50 4.29 0.06
H 0.54 -3.25 2.05 -0.01
H -2.14 -1.89 2.52 0.08
H -1.83 -3.62 2.27 0.07
H -1.59 -2.49 0.95 -0.01
H 1.47 -0.37 3.76 0.08
H 2.63 1.41 1.57 0.06
H 2.89 1.59 3.31 0.08
H 1.29 1.86 2.61 0.07
H 3.59 -0.86 1.61 0.06
H 2.92 -2.13 2.64 0.07
H 3.88 -0.82 3.35 0.08
H -0.65 0.60 3.76 0.10
H -1.90 2.26 4.96 0.07
H -3.57 2.18 4.41 0.07
H -2.58 3.60 4.03 0.07
H -3.43 3.04 1.65 0.11
H -2.78 1.99 -0.46 0.12
H 0.55 1.34 -3.19 0.09
H 0.35 0.08 -4.43 0.09
H 0.69 -0.37 -2.75 0.02
H -1.74 0.71 -5.17 0.11
H -3.92 1.16 -6.06 0.07
H -5.25 1.45 -4.93 0.07
H -4.97 -0.17 -5.56 0.07
H -5.13 -0.05 -2.72 0.12
H -4.76 -1.29 -0.77 0.08
H -4.32 0.19 0.11 0.08
H -3.25 -1.21 0.15 0.05


# 3
13
Properties=species:S:1:pos:R:3:lowdin_charge:R:1 method="wB97M-V/def2-TZVPD" de_lowest_kj_mol=0.0 fmax_ev_per_a=3.36
C -1.49 0.38 -0.94 -0.08
O -0.29 0.09 -0.24 -0.42
C 0.92 0.42 -0.86 -0.18
C 1.93 -0.43 -0.59 -0.34
O 1.83 -1.38 0.33 -0.60
H -2.21 -0.40 -0.65 0.09
H -1.88 1.36 -0.63 0.10
H -1.29 0.37 -2.02 0.10
H -0.73 0.73 3.44 -0.08
H 2.82 -0.43 -1.24 0.11
Ba 0.12 -1.59 1.67 2.03
O -0.60 -0.25 3.42 -0.82
H 0.87 1.14 -1.67 0.11


# 4
18
Properties=species:S:1:pos:R:3:lowdin_charge:R:1 method="wB97M-V/def2-TZVPD" de_lowest_kj_mol=450.1 fmax_ev_per_a=3.08
N 1.09 1.98 0.26 0.06
C 0.43 1.10 -0.65 -0.51
C 1.22 -0.21 -0.61 -0.12
C -1.11 0.84 -0.31 -0.60
S -1.79 -0.34 -1.43 0.80
S 0.17 -0.07 2.54 0.46
H 0.64 2.89 0.39 0.09
H 1.00 1.52 1.16 -0.05
H 0.44 1.45 -1.68 0.13
H 1.17 -0.76 0.32 0.01
H 2.21 0.01 -0.99 0.09
H 0.80 -0.92 -1.34 0.05
H -1.67 1.76 -0.41 0.06
H -1.11 0.45 0.74 -0.01
H -0.59 -0.81 3.37 -0.27
H -1.13 -2.22 -0.79 -0.12
H -1.15 -3.69 -0.10 0.03
O -0.62 -2.98 -0.45 -0.11


# 5
26
Properties=species:S:1:pos:R:3:lowdin_charge:R:1 method="wB97M-V/def2-TZVPD" de_lowest_kj_mol=1.8 smiles=NCCCCCc1cnc[nH]1 fmax_ev_per_a=0.68
N -3.85 0.84 -2.06 -0.02
C -2.57 0.53 -1.45 -0.31
C -2.30 1.50 -0.31 -0.22
C -0.97 1.24 0.40 -0.22
C -0.97 -0.02 1.26 -0.21
C 0.38 -0.25 1.94 -0.15
C 1.46 -0.51 0.95 -0.29
C 2.48 0.26 0.46 -0.12
N 3.19 -0.43 -0.48 0.05
C 2.62 -1.59 -0.57 -0.22
N 1.56 -1.70 0.27 0.10
H -4.04 0.20 -2.83 0.06
H -3.85 1.78 -2.44 0.06
H -2.63 -0.50 -1.08 0.10
H -1.73 0.57 -2.17 0.11
H -2.30 2.51 -0.71 0.11
H -3.12 1.43 0.41 0.11
H -0.74 2.10 1.04 0.11
H -0.17 1.17 -0.34 0.11
H -1.75 0.07 2.03 0.11
H -1.22 -0.89 0.64 0.10
H 0.65 0.63 2.52 0.12
H 0.30 -1.10 2.63 0.11
H 2.74 1.26 0.73 0.10
H 2.93 -2.38 -1.22 0.11
H 0.96 -2.50 0.40 0.15


# 6
14
Properties=species:S:1:pos:R:3:lowdin_charge:R:1 method="wB97M-V/def2-TZVPD" de_lowest_kj_mol=250.2 smiles="C=CO.C=CO" fmax_ev_per_a=0.58
C -1.96 -0.74 -1.11 0.02
C -1.72 -0.30 0.10 -0.30
O -1.95 1.01 0.47 -0.03
H -1.85 -1.79 -1.34 0.05
H -2.32 -0.08 -1.89 0.06
H -1.34 -0.94 0.90 0.11
H -1.13 1.37 0.85 0.09
C 1.72 0.99 -0.61 0.01
C 1.79 0.22 0.46 -0.31
O 2.08 -1.11 0.38 0.00
H 1.54 2.05 -0.52 0.05
H 1.86 0.60 -1.61 0.06
H 1.65 0.65 1.45 0.11
H 1.79 -1.55 1.19 0.10


# 7
102
Properties=species:S:1:pos:R:3:lowdin_charge:R:1 method="wB97M-V/def2-TZVPD" de_lowest_kj_mol=343.3 fmax_ev_per_a=6.20
O -13.54 4.37 -1.28 -0.06
H -13.09 5.14 -1.68 0.04
H -12.95 3.66 -1.03 -0.03
O -13.54 10.12 1.76 0.00
H -13.40 10.48 2.59 -0.01
H -13.10 10.70 1.18 0.05
O -13.96 5.88 6.11 -0.04
H -13.88 5.00 6.44 0.04
H -14.85 6.16 5.86 0.00
O -15.87 5.01 0.55 -0.03
H -15.52 5.11 1.42 -0.03
H -15.75 4.06 0.50 0.04
O -9.90 6.75 3.80 -0.05
H -10.08 6.90 2.86 0.03
H -9.85 7.68 4.01 0.01
O -9.60 4.86 0.21 0.02
H -8.78 4.73 -0.17 0.05
H -9.69 4.05 0.71 0.08
O -16.11 8.51 3.52 -0.02
H -16.31 8.12 4.35 -0.01
H -16.77 9.14 3.22 0.09
O -13.45 9.39 4.51 -0.05
H -14.14 9.13 3.88 0.00
H -12.73 8.81 4.27 0.00
O -16.38 6.82 5.61 0.01
H -17.08 6.17 5.71 0.10
H -16.51 7.50 6.24 0.07
O -11.68 7.18 6.53 -0.07
H -11.58 6.88 7.46 0.05
H -12.54 6.96 6.21 -0.05
O -12.64 1.74 2.40 -0.07
H -13.14 2.35 2.96 0.00
H -11.67 1.91 2.55 0.06
O -11.80 8.61 0.32 -0.06
H -12.66 8.76 0.63 -0.05
H -11.52 7.83 0.87 0.02
O -10.82 9.68 3.25 -0.03
H -9.93 9.94 2.99 0.06
H -11.20 9.51 2.40 -0.01
O -11.93 2.37 -0.19 -0.05
H -12.55 2.45 0.56 0.03
H -11.14 2.01 0.18 0.03
C -15.42 2.76 4.06 -0.21
C -16.48 2.51 3.00 -0.27
O -17.49 1.72 3.56 -0.04
O -14.44 3.51 3.38 -0.11
H -14.99 1.74 4.35 0.16
H -15.80 3.26 4.93 0.12
H -15.94 1.97 2.20 0.14
H -16.89 3.39 2.63 0.08
H -18.05 1.54 2.81 0.08
H -14.64 4.45 3.45 0.06
C -10.38 7.09 -3.12 -0.27
C -9.90 5.65 -2.88 -0.24
O -10.79 4.78 -2.22 -0.07
O -9.35 7.79 -3.70 -0.02
H -10.66 7.48 -2.23 0.08
H -11.32 7.05 -3.71 0.14
H -9.05 5.85 -2.23 0.11
H -9.63 5.12 -3.85 0.14
H -10.50 4.88 -1.32 0.01
H -8.95 7.26 -4.37 0.07
C -11.22 3.73 5.06 -0.23
C -10.54 2.55 5.82 -0.25
O -10.50 1.63 4.82 -0.01
O -10.67 4.01 3.77 -0.09
H -10.91 4.60 5.68 0.12
H -12.29 3.65 5.05 0.09
H -11.29 2.43 6.68 0.14
H -9.59 2.92 6.33 0.13
H -10.39 2.07 4.05 0.00
H -10.91 4.95 3.68 0.05
C -13.48 6.75 2.67 -0.15
C -12.68 5.84 1.73 -0.25
O -11.49 6.36 1.63 -0.06
O -14.83 6.28 2.77 -0.08
H -13.45 7.77 2.28 0.10
H -12.98 6.77 3.62 0.11
H -13.14 5.67 0.83 0.09
H -12.52 4.90 2.27 0.12
H -10.91 5.81 1.14 0.06
H -15.30 7.03 3.11 0.01
C -18.60 6.51 2.27 -0.28
C -19.68 7.55 2.27 -0.20
O -20.78 7.19 1.36 -0.09
O -18.91 5.41 3.06 -0.05
H -17.59 7.00 2.39 0.12
H -18.61 6.02 1.31 0.11
H -19.11 8.27 1.68 0.10
H -19.89 7.95 3.18 0.10
H -20.59 6.50 0.66 0.11
H -19.51 4.81 2.64 0.08
C -15.23 8.65 -1.19 -0.17
C -16.43 8.33 -0.22 -0.23
O -17.34 9.40 -0.09 -0.08
O -14.29 7.55 -1.00 -0.09
H -14.67 9.52 -0.96 0.09
H -15.50 8.80 -2.25 0.12
H -16.08 8.00 0.74 0.09
H -17.00 7.61 -0.83 0.13
H -17.96 9.17 -0.82 0.11
H -14.74 6.78 -0.61 0.04